Density functional theory data (ωB97M-V/def2-TZVPD) for 7 unconnected molecules or ions with the total composition C38H40N9O3S.

Structure (XYZ):
```
91
C38H40N9O3S ωB97M-V/def2-TZVPD
C 4.158 -2.273 2.064
C 3.651 -3.736 2.184
O 4.529 -4.591 2.868
C 2.220 -3.795 2.790
O 1.243 -3.651 1.704
C 0.068 -3.336 2.211
C -0.560 -4.037 3.260
C -1.808 -3.578 3.667
N -2.507 -2.546 3.251
N -1.856 -1.911 2.309
N -2.527 -0.754 1.824
C -2.201 0.203 2.552
O -1.773 1.016 3.240
C -0.683 -2.218 1.764
S 0.006 -1.224 0.440
H 3.285 -1.612 2.197
H 4.886 -2.001 2.839
H 4.541 -2.078 1.057
H 3.543 -4.116 1.155
H 5.052 -4.082 3.495
H 2.116 -2.977 3.520
H 2.072 -4.765 3.285
H -0.123 -4.902 3.748
H -2.295 -4.154 4.457
H -0.510 -1.673 -0.738
N -4.021 6.225 4.833
C -4.768 5.275 5.397
C -4.613 3.921 5.143
C -3.630 3.533 4.248
C -2.846 4.503 3.649
C -3.080 5.830 3.976
H -5.525 5.629 6.088
H -5.246 3.193 5.633
H -3.478 2.489 4.021
H -2.069 4.237 2.944
H -2.489 6.624 3.535
N -1.675 4.854 -0.935
C -2.286 5.985 -1.295
C -3.648 6.203 -1.147
C -4.419 5.193 -0.598
C -3.804 4.011 -0.220
C -2.436 3.895 -0.408
H -1.642 6.746 -1.723
H -4.090 7.141 -1.453
H -5.486 5.325 -0.466
H -4.372 3.198 0.213
H -1.907 2.989 -0.123
N 1.274 -2.611 -2.175
C 1.366 -3.941 -2.228
C 2.183 -4.621 -3.115
C 2.946 -3.879 -4.001
C 2.865 -2.497 -3.967
C 2.018 -1.914 -3.038
H 0.749 -4.479 -1.516
H 2.222 -5.701 -3.111
H 3.598 -4.373 -4.709
H 3.446 -1.885 -4.642
H 1.925 -0.836 -2.970
N -0.819 8.309 -3.677
C -0.676 7.572 -4.780
C -0.609 8.102 -6.059
C -0.699 9.477 -6.204
C -0.849 10.261 -5.073
C -0.902 9.630 -3.840
H -0.614 6.501 -4.618
H -0.490 7.456 -6.917
H -0.652 9.931 -7.186
H -0.924 11.338 -5.144
H -1.015 10.204 -2.926
N 6.580 -4.426 -0.964
C 7.902 -4.298 -0.847
C 8.604 -3.164 -1.230
C 7.893 -2.104 -1.768
C 6.519 -2.217 -1.900
C 5.915 -3.393 -1.483
H 8.416 -5.153 -0.424
H 9.677 -3.114 -1.109
H 8.404 -1.201 -2.080
H 5.928 -1.412 -2.317
H 4.840 -3.528 -1.565
N -4.959 -4.805 0.065
C -3.912 -4.629 0.868
C -3.050 -5.647 1.246
C -3.292 -6.924 0.764
C -4.376 -7.129 -0.070
C -5.174 -6.039 -0.389
H -3.768 -3.613 1.221
H -2.213 -5.448 1.898
H -2.643 -7.748 1.035
H -4.600 -8.110 -0.467
H -6.033 -6.150 -1.041
```

Calculated values
- orbital gap (Eh) = 0.2213
- net charge = +1
- strongest force on any atom (eV/Å) = 2.5

---

Density functional theory data (ωB97M-V/def2-TZVPD) for a molecular structure, C38H41AuN3O4P2Si2.

Structure (XYZ):
```
91
C38H41AuN3O4P2Si2 ωB97M-V/def2-TZVPD
Au 0.163 -1.353 0.319
C 4.867 -0.967 -1.226
Si 3.393 -1.868 -0.463
C 3.113 -3.500 -1.319
C 3.723 -2.129 1.359
N 1.974 -0.891 -0.722
P 1.647 0.685 -0.736
C 0.068 0.688 -0.077
P -1.600 0.649 -0.513
N -1.963 -0.891 -0.500
Si -3.294 -1.931 -0.806
C -3.011 -3.555 0.065
C -4.926 -1.180 -0.216
C -3.437 -2.198 -2.665
C -2.172 1.435 -2.052
C -3.438 2.018 -2.115
C -3.953 2.454 -3.326
C -3.209 2.314 -4.489
C -1.954 1.723 -4.438
C -1.445 1.279 -3.227
C -2.470 1.581 0.784
C -2.417 2.973 0.826
C -2.963 3.662 1.895
C -3.563 2.964 2.938
C -3.615 1.580 2.904
C -3.071 0.890 1.828
C 2.775 1.625 0.326
C 3.907 2.277 -0.152
C 4.788 2.883 0.733
C 4.548 2.830 2.098
C 3.423 2.174 2.582
C 2.536 1.580 1.700
C 1.878 1.404 -2.377
C 1.700 2.770 -2.584
C 1.738 3.289 -3.868
C 1.965 2.448 -4.950
C 2.155 1.088 -4.748
C 2.108 0.565 -3.463
H 5.696 -1.672 -1.340
H 5.213 -0.150 -0.591
H 4.643 -0.561 -2.215
H 3.938 -4.192 -1.134
H 3.009 -3.372 -2.400
H 2.197 -3.953 -0.932
H 4.704 -2.590 1.505
H 2.983 -2.793 1.815
H 3.716 -1.183 1.904
H -3.045 -3.418 1.150
H -2.028 -3.966 -0.171
H -3.773 -4.291 -0.203
H -5.093 -1.368 0.847
H -5.759 -1.628 -0.765
H -4.971 -0.100 -0.371
H -2.508 -2.610 -3.063
H -3.626 -1.248 -3.175
H -4.250 -2.884 -2.914
H -4.027 2.135 -1.214
H -4.938 2.902 -3.360
H -3.610 2.657 -5.434
H -1.370 1.598 -5.341
H -0.484 0.785 -3.206
H -1.938 3.522 0.022
H -2.914 4.744 1.923
H -3.983 3.502 3.779
H -4.067 1.030 3.719
H -3.091 -0.193 1.808
H 4.112 2.306 -1.215
H 5.665 3.392 0.353
H 5.237 3.300 2.788
H 3.235 2.122 3.647
H 1.647 1.081 2.066
H 1.520 3.427 -1.740
H 1.588 4.349 -4.027
H 1.994 2.855 -5.953
H 2.333 0.432 -5.590
H 2.226 -0.499 -3.291
O -0.312 -3.672 7.083
C -0.073 -2.486 6.803
O 0.161 -1.499 7.525
C -0.096 -2.164 5.285
C -0.364 -0.873 4.847
C -0.390 -0.607 3.491
N -0.139 -1.547 2.583
C 0.141 -2.792 2.984
C 0.152 -3.139 4.323
C 0.443 -3.820 1.896
O 0.763 -4.949 2.212
O 0.355 -3.413 0.662
H -0.528 -0.096 5.581
H -0.605 0.383 3.099
H 0.344 -4.159 4.621
```

Calculated values
- orbital gap (Eh) = 0.2354
- net charge = -1
- relative energy (zero: lowest compared OMol25 entry of this formula, charge and spin) (kJ/mol) = 0.0
- strongest force on any atom (eV/Å) = 0.4

---

Density functional theory data (ωB97M-V/def2-TZVPD) for a molecular structure, C38H41IO22P2SSb.

Structure (XYZ):
```
106
C38H41IO22P2SSb ωB97M-V/def2-TZVPD
C 1.143 -2.801 3.056
C 1.022 -1.655 3.719
C -0.219 -1.073 4.271
Sb -1.521 -0.115 2.739
C 0.317 0.611 1.787
C -3.280 -0.801 3.952
C -4.580 -0.954 3.155
C -5.259 -2.327 3.175
S -4.160 -3.720 3.563
P -1.639 2.068 4.123
C -3.185 2.935 3.545
O -0.396 3.145 3.662
P -1.634 -2.226 1.283
O -3.192 -2.389 0.673
I -0.320 -1.864 -0.815
H 1.795 -2.806 2.197
H 0.597 -3.694 3.298
H 1.934 -1.103 3.910
H -0.734 -1.810 4.889
H 0.067 -0.274 4.952
H -2.590 0.691 1.569
H 0.099 1.335 1.014
H 0.951 -0.176 1.403
H 0.906 1.069 2.576
H -3.428 -0.002 4.675
H -2.987 -1.663 4.541
H -5.310 -0.246 3.533
H -4.401 -0.629 2.135
H -6.118 -2.317 3.832
H -5.671 -2.505 2.190
H -4.798 -4.761 3.004
H -3.462 2.670 2.525
H -2.946 3.996 3.552
H -3.970 2.747 4.262
H -0.745 3.816 3.059
H -3.192 -3.228 0.193
C -0.565 1.645 -5.555
C -0.813 0.807 -4.539
C -2.029 0.953 -3.675
O -2.194 0.143 -2.790
C -2.938 2.059 -3.945
C -2.692 2.895 -4.956
C -1.489 2.734 -5.838
O -1.336 3.524 -6.754
O -3.490 3.924 -5.255
O -0.015 -0.204 -4.221
H 0.307 1.549 -6.187
H -3.800 2.161 -3.302
H -3.080 4.359 -6.027
H -0.426 -0.645 -3.443
C 3.065 3.272 2.404
C 3.590 4.106 1.500
C 5.046 4.073 1.148
O 5.459 4.849 0.304
C 5.899 3.114 1.837
C 5.377 2.279 2.743
C 3.914 2.297 3.080
O 3.507 1.500 3.901
O 6.106 1.385 3.401
O 2.863 5.016 0.851
H 2.013 3.283 2.667
H 6.950 3.109 1.585
H 5.482 0.910 3.986
H 3.486 5.479 0.258
C 6.625 -5.637 2.068
C 5.324 -5.919 1.933
C 4.259 -4.922 2.287
O 3.097 -5.232 2.123
C 4.674 -3.627 2.814
C 5.975 -3.349 2.951
C 7.039 -4.335 2.573
O 8.206 -4.010 2.707
O 6.414 -2.184 3.428
O 4.882 -7.086 1.479
H 7.401 -6.346 1.815
H 3.895 -2.925 3.082
H 7.389 -2.241 3.419
H 3.906 -7.017 1.480
C -7.200 0.282 -5.214
C -8.511 0.499 -5.069
C -9.166 0.529 -3.719
O -10.364 0.751 -3.668
C -8.342 0.288 -2.548
C -7.025 0.066 -2.687
C -6.367 0.063 -4.038
O -5.169 -0.126 -4.090
O -6.233 -0.159 -1.652
O -9.325 0.705 -6.102
H -6.718 0.261 -6.181
H -8.828 0.296 -1.584
H -5.327 -0.289 -2.003
H -10.213 0.836 -5.716
C 3.096 0.336 -3.746
C 3.900 0.700 -4.750
C 5.321 1.110 -4.518
O 6.003 1.411 -5.483
C 5.815 1.133 -3.150
C 5.012 0.775 -2.139
C 3.594 0.336 -2.375
O 2.921 0.000 -1.425
O 5.421 0.789 -0.876
O 3.498 0.722 -6.022
H 2.068 0.035 -3.906
H 6.836 1.448 -2.993
H 4.655 0.493 -0.344
H 4.273 1.018 -6.538
```

Calculated values
- orbital gap (Eh) = 0.1220
- net charge = -1
- strongest force on any atom (eV/Å) = 2.0

---

- strongest force on any atom of number 1 (C38H40N9O3S)?
  2.5 eV/Å